Record 1
13
Properties=species:S:1:pos:R:3:forces:R:3 method="wB97M-V/def2-TZVPD" charge=0 smiles=Oc1ccccc1
O -2.496575 0.164943 -0.015728 -2.680 -3.273 2.360
C -1.160692 0.127200 -0.024664 1.360 -0.174 -1.617
C -0.495297 -1.063731 -0.137743 2.356 -2.289 0.992
C 0.921666 -1.161234 -0.021484 -1.814 3.083 -0.959
C 1.713659 -0.002881 -0.019627 -0.369 -0.238 0.788
C 1.033482 1.233646 -0.006316 -1.014 0.166 -0.212
C -0.368412 1.268409 -0.172286 -0.688 1.825 1.441
H -2.848648 -0.766603 0.485202 1.484 3.933 -2.279
H -0.929956 -2.074198 -0.205774 -0.629 0.814 0.148
H 1.319427 -2.113101 -0.020054 1.030 -1.762 -0.035
H 2.799449 -0.143273 0.067526 -0.515 0.521 0.033
H 1.411990 2.246370 0.237792 0.602 -1.006 -0.674
H -0.900090 2.284455 -0.166850 0.877 -1.599 0.014

***

Record 2
13
Properties=species:S:1:pos:R:3:forces:R:3 method="wB97M-V/def2-TZVPD" charge=0 smiles="C#CCC(O)=C=C"
C 1.953363 0.433831 -2.262468 -0.410 0.024 0.074
C 0.877485 0.410350 -1.729438 0.615 0.057 -0.465
C -0.331631 0.328452 -0.922814 0.075 0.014 -0.082
C 0.100063 0.104316 0.494981 0.548 0.209 -0.258
O 0.521443 1.198548 1.117882 0.344 -0.130 -0.136
C -0.017348 -1.078675 1.139501 -0.719 0.456 0.054
C -1.267779 -1.188225 1.593252 -0.410 -0.072 0.219
H 2.899078 0.455870 -2.749435 -0.046 0.007 -0.006
H -0.916391 1.254949 -0.976472 0.168 -0.059 0.033
H -0.971744 -0.502648 -1.239285 0.220 0.131 0.082
H 0.799569 0.915912 2.006063 -0.103 0.171 -0.039
H -1.949526 -0.375411 1.314895 -0.432 -0.386 0.459
H -1.696581 -1.957269 2.213338 0.151 -0.422 0.063

***

Record 3
13
Properties=species:S:1:pos:R:3:forces:R:3 method="wB97M-V/def2-TZVPD" charge=0 smiles="CC1=C(C)C1=C=O"
C 1.049051 1.737482 0.725746 0.188 -2.055 0.667
C 0.099528 0.638207 0.327281 0.636 -0.061 -0.398
C -0.043113 -0.592476 -0.054301 -1.388 2.751 1.305
C 0.426144 -1.885422 -0.370496 -0.325 -2.866 0.917
C -1.309557 0.295088 0.090598 2.664 -0.555 0.406
C -2.336006 0.433109 -0.671307 -2.484 -0.544 -0.239
O -3.467669 0.292198 -0.971526 0.241 0.516 -0.509
H 0.468174 2.635270 0.926474 0.317 -0.129 1.177
H 1.635551 2.038930 -0.118222 0.534 -0.171 -0.684
H 1.775693 1.191809 1.478598 -1.488 2.001 -0.946
H 0.275703 -2.078187 -1.406274 -0.193 -0.375 -0.967
H -0.045820 -2.761596 0.216179 0.381 1.544 -0.819
H 1.472324 -1.944413 -0.172751 0.916 -0.054 0.090

***

The lowest unoccupied orbital energy results, record by record, are as follows: 0.691; 0.648; 0.633 eV.